75
Properties=species:S:1:pos:R:3:forces:R:3:lowdin_spin:R:1 method="wB97M-V/def2-TZVPD" s_squared=0.792 homo_energy_ha="-0.276 / -0.313" multiplicity=2 relative_energy_kcal_mol=1.9 molar_mass_g_mol=655.94
Rb -0.441 -0.168 1.346 0.3 1.1 0.5 0.0063
C -1.084 1.192 4.389 0.0 0.0 0.1 0.0001
C -1.441 2.275 3.596 0.0 0.0 0.1 0.0000
C -0.461 3.019 2.954 0.0 0.1 0.1 0.0000
C 0.877 2.678 3.101 0.0 0.1 0.0 0.0002
C 1.235 1.594 3.891 0.0 0.0 0.0 0.0000
C 0.255 0.852 4.538 0.0 0.0 0.1 0.0000
H -1.845 0.634 4.919 0.0 0.0 0.0 0.0000
H -2.482 2.561 3.505 0.0 0.0 0.0 0.0000
H -0.735 3.882 2.361 0.0 0.0 0.0 0.0000
H 1.639 3.282 2.625 0.0 0.0 0.0 0.0002
H 2.280 1.348 4.034 0.0 0.0 0.0 0.0000
H 0.534 0.029 5.183 0.0 0.0 -0.1 0.0000
C -3.347 -4.111 1.736 0.0 0.0 0.0 0.0000
C -3.154 -2.752 2.027 0.1 -0.1 0.0 0.0000
N -2.056 -2.292 1.450 -0.5 -0.2 0.2 0.0002
N -1.520 -3.322 0.776 -0.1 -0.2 -0.1 0.0000
C -2.277 -4.433 0.934 -0.1 -0.1 0.1 0.0000
B -0.223 -3.227 -0.044 -0.2 -0.1 0.2 0.0004
N -0.338 -2.081 -1.103 0.2 -0.2 -0.3 0.0016
C 0.392 -2.009 -2.242 0.0 0.1 -0.1 0.0007
C -0.065 -0.939 -2.977 0.0 0.0 0.0 0.0003
C -1.103 -0.407 -2.194 0.1 -0.2 -0.1 0.0002
N -1.254 -1.099 -1.074 -0.5 0.1 -0.4 0.0001
N 0.996 -2.988 0.888 0.4 -0.3 -0.3 0.0007
C 2.285 -3.347 0.675 0.0 0.0 0.2 0.0003
C 3.011 -3.026 1.798 0.1 0.0 0.0 0.0014
C 2.066 -2.454 2.664 0.0 0.0 -0.2 -0.0005
N 0.865 -2.424 2.107 0.1 -0.4 0.4 0.0019
N -0.086 -4.532 -0.850 0.1 0.1 -0.3 0.0000
C -0.873 -4.852 -1.909 0.0 0.0 0.0 0.0000
C -0.498 -6.093 -2.358 -0.1 0.0 0.0 0.0000
C 0.549 -6.465 -1.494 -0.1 0.1 0.0 0.0000
N 0.786 -5.527 -0.594 0.2 0.0 0.2 0.0000
H -4.142 -4.761 2.059 0.0 0.0 0.0 0.0000
H -3.763 -2.097 2.632 0.0 0.0 0.0 0.0000
H -2.013 -5.373 0.481 0.0 0.0 0.0 0.0000
H 1.159 -2.732 -2.472 0.0 0.0 0.1 -0.0001
H 0.284 -0.608 -3.941 0.0 0.0 0.0 0.0000
H -1.756 0.426 -2.408 0.0 0.0 0.0 0.0000
H 2.598 -3.832 -0.229 -0.1 -0.1 -0.1 -0.0001
H 4.060 -3.192 1.971 0.0 0.0 0.0 -0.0001
H 2.209 -2.074 3.665 0.0 0.0 0.0 0.0000
H -1.644 -4.180 -2.251 0.0 0.0 0.0 0.0000
H -0.914 -6.649 -3.181 0.0 0.0 0.0 0.0000
H 1.135 -7.370 -1.491 0.0 0.0 0.0 0.0000
N -3.798 5.566 -2.880 0.0 0.0 0.0 0.0000
C -2.474 5.299 -2.761 -0.1 0.0 -0.1 0.0000
O -1.632 5.917 -3.382 0.0 0.0 0.1 0.0000
C -2.086 4.193 -1.814 0.2 -0.1 0.1 0.0001
C -0.729 3.932 -1.670 -0.1 0.1 0.0 0.0004
C -0.322 2.954 -0.779 0.0 0.0 0.0 0.0003
N -1.172 2.240 -0.042 0.0 0.2 -0.2 0.0002
C -2.471 2.472 -0.203 0.0 0.0 0.1 0.0000
C -2.977 3.433 -1.064 0.0 0.0 -0.1 0.0000
H -4.072 6.297 -3.512 0.0 0.0 0.0 0.0000
H -4.512 5.041 -2.414 0.0 0.0 0.0 0.0000
H -0.017 4.500 -2.252 0.0 0.0 0.0 0.0005
H 0.732 2.737 -0.644 0.0 0.0 0.0 -0.0003
H -3.142 1.858 0.391 0.0 0.0 0.0 0.0000
H -4.049 3.559 -1.130 0.0 0.0 0.0 0.0000
C 2.642 -0.083 -0.141 0.0 -0.3 0.1 0.4888
C 2.914 1.156 -0.712 0.0 0.4 -0.2 0.0535
C 2.890 1.335 -2.123 -0.1 -0.1 0.2 0.1230
C 3.123 2.569 -2.687 0.0 0.0 0.0 -0.0094
C 3.398 3.675 -1.881 0.0 0.0 0.0 0.1506
C 3.447 3.525 -0.496 0.0 0.1 0.0 -0.0090
C 3.211 2.298 0.082 0.0 -0.2 0.0 0.1217
H 2.692 -0.245 0.929 0.0 0.0 0.0 0.0280
H 2.428 -0.941 -0.762 0.0 0.0 0.0 0.0272
H 2.667 0.478 -2.746 0.0 0.0 0.0 0.0046
H 3.098 2.675 -3.764 0.0 0.0 0.0 -0.0040
H 3.581 4.643 -2.330 0.0 0.0 0.0 0.0094
H 3.676 4.378 0.132 0.0 0.0 0.0 -0.0040
H 3.251 2.184 1.160 0.0 0.0 0.0 0.0046